# 1
DFT (ωB97M-V/def2-TZVPD) results for a cluster of 3 separate species, C4H13NO2 in total in a non-equilibrium geometry.

The geometry in XYZ format:
```
20
Properties=species:S:1:pos:R:3:forces:R:3:nbo_charge:R:1
O -1.97609 1.90417 -2.36696 1.0 -1.0 -1.5 -0.94
O 5.67651 -0.77900 -0.27823 1.3 -5.0 3.9 -0.95
N -0.90724 0.43667 0.42330 -0.3 -0.1 1.2 -0.61
C -1.76375 -1.20476 1.91211 -1.4 -5.0 1.2 -0.64
C 0.58138 0.27401 -1.43860 1.3 -2.6 -1.3 -0.58
C -1.42684 0.21097 1.80692 1.2 0.1 -1.7 -0.23
C -0.02045 -0.27868 -0.35528 0.3 -0.2 0.4 0.03
H 0.27581 1.07457 -2.06137 -0.4 1.3 0.7 0.19
H 5.80136 -0.40890 -1.05967 0.2 3.2 -4.9 0.47
H 0.14490 -1.35415 -0.04646 0.2 1.5 -0.3 0.21
H -1.94438 0.93172 -2.59535 -0.1 1.5 0.5 0.48
H 5.15957 -0.38838 0.36808 -1.5 1.7 1.0 0.48
H -0.79656 0.41847 2.65424 1.5 0.2 0.0 0.18
H -1.04026 1.35912 0.11122 -0.1 1.1 -0.5 0.39
H -2.16571 0.95514 2.04087 -1.2 -0.1 -0.7 0.21
H -0.94009 -1.89832 2.33544 -0.8 1.5 -0.6 0.21
H 1.32548 -0.28505 -2.08871 -1.0 0.0 1.4 0.20
H -2.60902 -1.42539 2.61843 0.7 0.5 -0.4 0.22
H -1.28339 2.26938 -2.98114 -1.1 -0.4 0.9 0.47
H -2.09122 -1.81158 1.00117 0.4 1.5 0.7 0.22
```
Positions in Å, forces in eV/Å.

As for the charge: 0. The multiplicity is 1. Its energy relative to the best compared isomer or geometry (same formula, charge and spin) is 2.769 eV. The structure (SMILES) is C=CNCC.O.O.

---

# 2
DFT (ωB97M-V/def2-TZVPD) results for a cluster of 2 separate species, C9H14O in total in a non-equilibrium geometry.

The geometry in XYZ format:
```
24
Properties=species:S:1:pos:R:3:forces:R:3:nbo_charge:R:1
O -1.55544 -2.65063 -2.66165 2.6 -1.3 -0.4 -0.67
C -1.82663 -0.19509 0.01713 0.8 1.4 0.6 -0.18
C -2.14559 -0.79919 -1.22182 3.2 -2.1 3.9 -0.27
C 2.18098 2.54548 0.38457 0.4 0.0 2.5 -0.61
C 1.34092 1.93892 -0.71021 -1.9 -0.8 5.5 -0.61
C -0.22540 0.22119 2.01546 2.8 -5.6 -0.6 -0.60
C -0.30561 -1.86648 0.68513 2.5 -1.3 0.6 -0.17
C -0.48851 -2.49229 -0.52420 -1.1 -0.3 -1.0 -0.30
C -1.42825 -2.01326 -1.45921 -0.1 1.3 0.0 0.31
C -0.83429 -0.62831 0.92345 -0.8 0.1 -0.4 -0.06
H 3.25384 2.72086 0.06844 -1.4 0.5 0.3 0.21
H 1.60364 3.45580 0.79621 1.6 -1.1 -0.5 0.21
H 2.31376 1.80811 1.30903 -0.4 1.5 -1.9 0.19
H 1.87604 1.55336 -1.40390 3.7 -2.5 -4.8 0.20
H -0.65889 -3.16206 -2.78153 -2.8 1.3 0.1 0.48
H 0.11722 -3.35751 -0.82132 -0.4 0.1 0.3 0.20
H -0.84892 0.87723 2.34901 -3.7 4.4 2.0 0.20
H -2.17969 0.81620 0.32465 -0.3 -0.8 -0.9 0.20
H 0.48165 -2.33093 1.37729 -1.2 0.9 -0.9 0.21
H -0.00024 -0.48532 2.87897 -0.1 0.9 -0.9 0.21
H -2.76420 -0.24020 -1.79731 -1.9 0.8 -2.3 0.23
H 0.71056 0.65277 1.69944 0.1 0.2 -0.1 0.22
H 0.63956 2.52903 -1.13313 -2.0 2.5 -1.3 0.20
H 0.74352 1.10232 -0.31452 0.2 0.2 -0.1 0.21
```
Positions in Å, forces in eV/Å.

As for the charge: 0. The multiplicity is 1. Its energy relative to the best compared isomer or geometry (same formula, charge and spin) is 2.299 eV. The structure (SMILES) is Cc1ccc(O)cc1.CC.

---

Short version: total energy = -365.3407, -426.4883 Eh, in the order given.
Short version: highest occupied orbital energy = -7.742, -8.324 eV, in the order given.
Short version: molar mass = 107.15, 138.21 g/mol, in the order given.